ORCA calculation (ωB97M-V/def2-TZVPD) on a cluster of 14 separate species, C37H86N11O10 in total.

Geometry as XYZ:
```
144
Properties=species:S:1:pos:R:3:forces:R:3
N -5.58594 -0.86052 7.03068 -0.1333 -0.1906 -0.2320
H -6.13982 -0.13308 6.60155 -0.4265 0.1633 -0.2240
H -4.68824 -0.87709 6.56813 1.4718 0.2934 -0.0576
H -5.96984 -1.78075 6.86970 -0.6021 -0.3998 -0.0624
H -5.51891 -0.68930 8.02380 0.3965 0.0725 0.4142
C -1.36254 0.84861 -1.49088 0.9774 0.3072 0.4582
N -0.14526 0.71414 -0.57113 0.4341 -1.7725 0.1125
C 1.13343 1.02112 -1.44271 -1.2135 0.5842 0.3257
C -0.32088 1.64374 0.64248 0.2388 -0.6177 -1.6627
C -0.01744 -0.79482 -0.05061 -0.1907 0.0374 -1.5925
C -1.30739 -1.61724 0.03281 -0.5763 -0.3625 1.1921
O -2.39564 -1.04485 0.72375 -0.2797 0.8924 -0.3587
H -2.28898 0.85783 -0.91668 0.2458 -0.3637 0.0486
H -1.31403 0.03568 -2.21537 -0.1787 0.2108 0.0081
H -1.23013 1.82511 -1.95676 -0.1670 -0.1760 -0.2421
H 2.02474 1.20706 -0.84346 -0.2331 -0.5416 0.2180
H 0.96275 1.93126 -2.01771 -0.3076 0.2096 0.3436
H 1.24919 0.25777 -2.21210 0.0310 -0.3290 0.5306
H 0.66348 1.73322 1.10196 -0.3169 0.2673 0.1491
H -1.07228 1.20987 1.30220 0.2390 0.0413 -0.0706
H -0.71301 2.54930 0.17957 0.3375 0.3217 0.5626
H 0.63732 -0.86560 0.81793 -0.3541 0.5799 0.1932
H 0.49109 -1.35081 -0.83826 0.4676 0.3608 -0.1176
H -1.10669 -2.54209 0.57362 0.8991 -0.1448 -0.0445
H -1.69229 -2.00121 -0.91191 0.1190 0.6699 -0.2887
H -2.09533 -0.73519 1.58138 -0.0541 -0.2350 0.4118
C -0.48356 -0.54328 8.04869 -0.0725 -0.4062 -0.1285
C -0.36483 -0.31603 6.50423 -1.8537 -1.0998 0.0635
O -1.50220 -0.69252 5.76309 -0.2256 0.5190 0.7345
H -0.56591 -1.59764 8.31258 -0.0807 -0.2847 -0.3360
H -1.37582 -0.08750 8.47794 -0.2511 0.3171 -0.2728
H 0.34641 -0.19447 8.66316 0.3712 0.3304 -0.2607
H 0.41594 -0.96722 6.11122 0.9262 0.2154 0.2641
H -0.12447 0.73870 6.37053 0.3796 0.4400 -0.1783
C -3.06328 10.43966 0.24204 0.5027 0.9712 1.1868
O -2.59498 11.02089 -0.71011 -0.0637 -0.0386 -0.4428
N -3.71585 9.28311 0.25704 -0.8026 -1.0252 -2.4645
C -4.07152 8.53276 1.45327 -0.3135 -0.2856 -0.8848
C -3.87754 8.60032 -1.09022 -0.3651 -0.6377 1.2622
H -2.98298 10.84625 1.26206 0.1307 0.1750 0.1686
H -3.73923 9.00360 2.37847 0.2006 0.0137 -0.2698
H -3.66810 7.52938 1.31691 0.3975 -0.0641 0.4488
H -5.14686 8.36402 1.51023 -0.1934 0.3270 0.0208
H -3.64641 9.16498 -1.99346 0.5862 0.4530 0.7583
H -3.28915 7.68527 -1.02271 0.2517 0.0029 -0.3585
H -4.89778 8.26596 -1.27841 -0.3016 0.1083 0.5692
C 5.43113 -4.81817 -0.88390 -0.3180 1.9923 0.5959
O 5.49430 -3.70474 -0.32983 -0.2532 -2.0178 -0.7293
N 6.46794 -5.51815 -1.34183 1.9023 0.7411 1.1099
C 6.29590 -6.61971 -2.22272 -1.4365 -1.1428 0.1971
C 7.85982 -5.03881 -1.11820 -0.4771 -1.0141 -0.6243
H 4.50379 -5.36408 -1.11674 -0.3462 0.3860 0.2349
H 6.74969 -7.55709 -1.90101 1.0959 0.3495 -0.1820
H 6.43367 -6.36359 -3.27320 0.4346 -0.1747 0.0034
H 5.27079 -6.97345 -2.11262 -0.4650 0.4591 -0.2962
H 8.44608 -5.83349 -0.65679 -0.0959 -0.2310 -0.0369
H 8.23134 -4.92150 -2.13619 0.5651 0.5758 0.1940
H 7.98181 -4.17532 -0.46430 -0.6447 0.1072 -0.4876
C 7.50811 3.47629 -2.30242 1.3538 -1.6533 0.2534
O 6.99215 3.74398 -1.25634 -1.5930 1.6466 0.8606
N 8.29563 2.39108 -2.36451 0.6061 -1.5968 -0.0186
C 9.03807 2.02317 -3.52708 0.7677 0.2939 0.5304
C 8.58312 1.45896 -1.24944 -0.7120 1.2118 0.1068
H 7.50962 3.97487 -3.28406 -0.5429 0.5324 0.1732
H 8.92350 2.76570 -4.31678 -0.1381 -0.3975 -0.2113
H 8.80523 0.98537 -3.76554 -0.0463 0.1438 -0.6920
H 10.06726 2.05270 -3.16932 0.4787 -0.1546 -0.6655
H 7.79685 1.57565 -0.50360 -0.0517 -0.3363 -0.1516
H 8.68749 0.44433 -1.63378 -0.3582 0.0397 0.0093
H 9.51343 1.69516 -0.73288 0.2124 0.2578 -0.1949
C -7.27491 -5.20055 2.74548 -0.2289 0.0090 2.6002
O -7.48312 -4.89593 3.94160 0.5247 0.1035 -1.9611
N -7.67839 -6.36656 2.23978 -0.6583 -1.0865 -1.2786
C -7.48624 -6.75078 0.83207 -0.1139 0.9322 -0.4110
C -8.39660 -7.37966 3.01945 0.5840 -0.3651 0.1558
H -6.67710 -4.57995 2.06012 -0.2409 0.0217 -0.0283
H -7.19126 -5.88933 0.23290 0.5414 0.1689 0.3252
H -8.40808 -7.00347 0.30819 -0.4125 -0.3337 0.6037
H -6.78500 -7.56471 0.64801 0.1190 0.0074 0.4664
H -7.74319 -8.24985 3.08217 0.0243 -0.1983 -0.0528
H -8.61134 -7.11333 4.05437 0.0116 0.5485 -0.3672
H -9.29886 -7.70193 2.49970 -0.0736 0.2561 0.0213
C -5.83222 -1.72833 -5.80832 3.2355 -0.0973 0.0651
O -5.30062 -2.57471 -5.07508 -1.5835 1.1119 -0.9635
N -5.15680 -1.22475 -6.91490 -2.1452 1.2917 -0.7081
C -5.85727 -0.31068 -7.90129 0.3529 -1.0450 -0.1459
C -3.90491 -1.72176 -7.41697 0.7535 -0.4824 -0.0822
H -6.71582 -1.11249 -5.57984 -0.2573 -0.5537 -0.0166
H -6.74866 0.23126 -7.58539 0.1190 -0.3883 0.7297
H -6.14921 -0.92989 -8.74948 -0.2207 -0.1064 -0.0640
H -5.21348 0.44047 -8.35891 0.5145 -0.0442 0.5571
H -3.13991 -0.94540 -7.40445 0.1175 0.0923 0.5198
H -3.57347 -2.61592 -6.88901 -0.0833 0.3144 0.3282
H -3.89614 -2.00473 -8.46956 -0.7883 -0.0835 -0.2020
C 2.64815 -3.94542 -6.10660 0.3129 0.4693 0.8690
O 2.09215 -3.35877 -5.19276 -0.0972 -0.1040 -0.3742
N 3.96387 -3.81971 -6.40669 0.0640 -1.3099 -2.1075
C 4.50121 -4.64217 -7.55014 0.4463 0.7723 1.4360
C 4.83424 -2.85010 -5.79987 -0.6388 0.3341 1.4386
H 2.13751 -4.67360 -6.75559 -0.0481 0.0416 0.0430
H 3.76342 -5.30453 -8.00295 -0.1934 0.4630 0.0498
H 5.28281 -5.28895 -7.15154 0.1115 -0.0527 0.0005
H 4.98072 -3.96990 -8.26162 -0.2602 -0.1183 -0.2567
H 5.07535 -1.97818 -6.40792 0.2385 -0.3484 -0.4431
H 4.29348 -2.43851 -4.94765 -0.2561 0.0333 -0.0294
H 5.70019 -3.29653 -5.31104 0.3096 -0.1471 -0.5795
C 4.17799 3.87422 5.29004 -0.3062 0.6296 0.5654
C 3.38834 5.15226 5.58005 -0.3239 0.8317 -1.9892
O 2.72680 5.59109 4.63541 0.5364 -0.2261 1.8085
C 3.53157 5.86739 6.93403 -0.5772 -0.0023 -0.9451
H 4.94392 3.70726 6.04739 -0.1849 -0.4420 -0.0256
H 4.62894 3.90999 4.29835 -0.0381 0.2876 0.0874
H 3.40109 3.11159 5.23587 0.2924 -0.4188 0.3421
H 3.19251 5.22374 7.74573 0.5846 -0.1558 0.0945
H 2.92779 6.77249 6.99980 -0.1673 -0.1163 -0.4133
H 4.56679 6.20374 6.99148 0.1468 -0.4127 0.4580
C 1.70278 8.95051 -3.31561 -0.1667 1.2116 -0.6070
C 1.63190 7.76531 -2.47709 0.4088 -0.7474 1.5045
O 1.05641 6.75953 -2.80769 -0.4271 -0.5415 -0.4032
C 2.31705 7.80077 -1.11898 -0.6570 -0.5244 0.6777
H 2.38889 9.65879 -2.85118 0.4801 -0.0439 -0.7661
H 0.78054 9.52369 -3.41059 -0.4207 -0.3580 0.3232
H 1.87764 8.57691 -4.32456 0.6318 0.5056 -0.0787
H 1.91556 8.62622 -0.53116 0.0275 0.2241 -0.0327
H 3.40248 7.83981 -1.02733 0.0238 0.2190 -0.6775
H 2.00620 6.88235 -0.62100 0.0631 0.0107 0.0944
C -2.83601 5.11277 6.41082 -0.8194 -1.0741 -0.8166
C -2.43574 6.26900 7.13883 0.1301 -0.6401 -0.6590
N -2.12630 7.18483 7.72857 0.4920 1.5811 1.0276
H -2.31334 4.92935 5.47206 0.4814 0.2495 0.2688
H -3.86955 5.24926 6.09263 -0.1914 -0.1357 0.2597
H -2.75219 4.22507 7.03777 -0.0532 0.0015 -0.0799
C -2.38829 -8.16636 -1.63102 -0.0101 0.9383 0.3269
C -1.29395 -7.65958 -0.80456 -0.6660 -1.1058 -0.1886
N -0.44556 -7.34874 -0.11033 0.8023 0.5748 0.5168
H -2.96282 -8.95036 -1.13772 0.4554 -0.2104 -0.0743
H -1.97978 -8.43890 -2.60413 -0.4012 -0.1031 0.0439
H -3.06755 -7.31563 -1.68558 -0.1826 -0.0668 -0.6052
C -2.78879 -6.84156 4.93453 0.2454 -0.7037 -0.5088
C -3.23040 -7.90144 4.03856 -0.9730 -2.4200 -1.8345
N -3.57876 -8.79279 3.36328 0.7586 2.1864 1.4915
H -1.82985 -7.18730 5.32053 -0.0558 0.2372 0.3624
H -3.54858 -6.77518 5.71325 0.2885 0.5305 0.0430
H -2.60423 -5.94826 4.33782 -0.2920 0.1958 0.3975
```
Positions in Å, forces in eV/Å.

The value obtained for the total energy is -76614.7767 eV. Its spin multiplicity is 1. The value obtained for the max |F| is 0.06296 Eh/bohr. The frontier orbital gap is 4.5 eV. The value obtained for the molar mass is 845.16 g/mol. As for the charge: +1.

Löwdin population analysis, charges in e, atoms 1 to 2: 0.34 0.15